1.
Density functional theory data (ωB97M-V with the def2-TZVPD basis set) for an isolated molecule of C4H9N at a distorted geometry.

Structure (XYZ):
```
14
Properties=species:S:1:pos:R:3:forces:R:3:mulliken_charge:R:1
C -1.04595 -0.27480 0.61559 -1.36 1.22 -0.71 -0.576
N -0.49010 1.08148 0.73098 0.90 -0.60 0.61 -0.469
C 0.94223 0.91213 0.30627 -0.71 -0.03 0.79 -0.608
C 1.06384 -0.45573 -0.47351 -2.12 1.34 -0.59 -0.438
C -0.41540 -0.78727 -0.65757 -1.85 -2.42 -0.21 -0.602
H -2.14951 -0.31447 0.63381 0.35 0.38 -0.30 0.364
H -0.78607 -0.82659 1.49015 0.70 -0.57 0.67 0.236
H -0.90991 1.81232 0.17946 -0.48 -0.44 -0.27 0.290
H 1.52927 0.95167 1.24071 0.21 -0.04 -0.70 0.251
H 1.12367 1.77747 -0.33253 0.70 -0.20 0.07 0.323
H 1.40009 -0.23581 -1.48890 1.12 -0.68 0.41 0.259
H 1.39195 -1.32574 0.09976 1.08 0.54 -0.33 0.332
H -0.64380 -1.87397 -0.83401 0.73 0.44 0.62 0.341
H -1.01031 -0.44068 -1.51020 0.72 1.05 -0.07 0.297
```
Positions in Å, forces in eV/Å.

Results
**Energy above the lowest of the compared OMol25 structures with the same formula, charge and spin**: 72.9 kJ/mol
**Total charge**: 0


2.
Density functional theory data (ωB97M-V with the def2-TZVPD basis set) for C11H30IO2P2ScSi as an isolated structure at a distorted geometry.

Structure (XYZ):
```
48
Properties=species:S:1:pos:R:3:forces:R:3:mulliken_charge:R:1
C 0.27106 0.22335 -4.24252 -0.44 -0.25 0.00 -0.764
I -1.46885 -0.83718 -3.18409 0.69 0.71 -1.84 0.154
H 1.16675 0.12745 -3.58281 -0.71 0.08 -0.67 0.251
H -0.07789 1.25332 -4.40484 0.17 -0.50 0.32 0.275
H 0.39581 -0.27842 -5.22334 -0.08 0.03 0.87 0.431
Sc -0.01791 -0.05833 -0.92215 2.14 -0.28 2.76 -0.173
P 0.08394 2.57203 -1.04301 0.14 2.29 -0.27 1.077
C -1.56873 3.30253 -1.34371 -0.15 -0.24 -0.22 -1.271
C 0.64942 3.57315 0.38693 0.23 -0.39 0.34 -1.320
H 0.79530 4.62313 0.09500 -0.14 -0.37 -0.13 0.483
H 1.10095 4.43435 -2.27498 -0.07 -0.39 -0.03 0.426
H 1.61158 3.17315 0.73464 -0.24 0.17 0.00 0.381
H 2.18189 3.01491 -2.17092 -0.24 0.14 -0.12 0.393
H -2.25066 3.01229 -0.53046 0.14 0.18 -0.24 0.386
H -0.06591 3.53311 1.21601 0.20 -0.02 -0.32 0.307
C 1.14390 3.33682 -2.34013 -0.01 -0.35 -0.14 -1.169
H -1.50435 4.40053 -1.38747 -0.01 -0.38 0.02 0.401
H 0.82671 3.00850 -3.33821 0.17 0.22 0.20 0.340
H -1.96916 2.91929 -2.29404 -0.02 0.20 0.25 0.374
P 0.19571 -2.67516 -0.54658 -0.08 -1.33 -0.04 1.041
C -1.48268 -3.38986 -0.74111 -0.03 0.11 -0.24 -1.156
C 1.23700 -3.59052 -1.73660 0.02 0.12 -0.08 -1.215
H 1.71322 -2.98987 1.30796 -0.25 -0.19 -0.06 0.279
H 0.87704 -4.51238 0.88134 -0.11 0.36 -0.02 0.487
H 0.03113 -3.25252 1.83384 0.29 -0.08 -0.33 0.325
C 0.74756 -3.42819 1.02052 0.25 0.25 0.29 -1.193
H 2.26440 -3.20947 -1.64667 -0.22 -0.21 -0.08 0.393
H 1.22875 -4.66161 -1.48596 -0.01 0.32 -0.22 0.419
H -1.45086 -4.47370 -0.55594 -0.13 0.34 -0.10 0.423
H -1.83732 -3.18713 -1.76757 0.04 -0.42 0.54 0.313
H 0.88421 -3.42977 -2.76331 0.13 -0.15 0.20 0.361
H -2.17187 -2.90982 -0.02886 0.16 -0.27 -0.15 0.299
C -2.13043 0.13699 -0.12501 -6.97 0.04 3.08 0.420
O -3.20699 0.14040 0.34158 5.85 0.13 -2.81 -0.140
C 1.68283 -0.77266 3.39507 -0.01 0.04 -0.01 -1.010
Si 0.23012 0.00009 2.50987 0.26 -0.09 1.27 0.289
C -1.34655 -0.96952 2.80834 -0.06 0.03 0.02 -0.967
C -0.02599 1.75662 3.09187 -0.03 0.18 0.15 -1.157
O 0.57383 -0.00654 0.88699 -0.77 0.26 -2.39 -0.232
H 1.54197 -0.71096 4.48390 0.05 -0.04 -0.25 0.370
H 2.61544 -0.24598 3.15071 -0.19 -0.06 0.07 0.306
H 1.82377 -1.82779 3.13259 -0.05 0.21 0.14 0.318
H -1.52288 -0.96828 3.89612 -0.05 -0.08 -0.32 0.459
H -2.22795 -0.53379 2.32759 0.16 0.00 0.41 0.293
H -1.29514 -2.01087 2.47639 0.00 0.13 0.19 0.211
H 0.80355 2.42043 2.80621 -0.21 -0.31 0.24 0.309
H -0.95853 2.19481 2.70174 0.18 -0.12 0.15 0.323
H -0.09719 1.77302 4.19507 0.00 -0.03 -0.43 0.451
```
Positions in Å, forces in eV/Å.

Results
**Total charge**: +2


3.
Density functional theory data (ωB97M-V with the def2-TZVPD basis set) for a 12-piece molecular cluster, C32H88O16 overall at a distorted geometry.

Structure (XYZ):
```
136
Properties=species:S:1:pos:R:3:forces:R:3:mulliken_charge:R:1
C 12.69569 12.79204 21.08027 -1.18 0.69 0.78 -1.377
C 11.79232 13.45021 20.00182 2.44 -1.92 -1.67 0.309
C 11.17048 12.43488 19.03579 -0.11 -0.80 1.06 -0.361
O 10.79105 14.23434 20.50536 -1.41 1.16 1.41 -0.557
H 13.57416 12.25990 20.71528 -0.13 0.31 -0.37 0.427
H 12.17639 12.11440 21.75794 -0.45 -0.28 -0.32 0.131
H 12.98242 13.58158 21.77492 0.47 0.18 -0.18 0.463
H 12.47854 14.10257 19.46181 0.21 0.09 -0.29 0.200
H 10.39622 11.95216 19.63212 -0.43 0.10 -0.08 -0.272
H 11.79243 11.56669 18.81780 0.50 0.36 -0.46 0.199
H 10.69835 12.83381 18.13799 0.21 0.11 0.06 0.393
H 10.51872 14.81676 19.79247 -0.14 0.21 0.02 0.275
C 10.35604 8.51613 15.63884 0.25 -0.19 0.48 -1.000
C 11.71271 9.10478 16.17577 -0.35 -1.30 -0.07 1.966
C 12.77906 8.00467 16.44077 -0.36 0.38 -0.04 -1.482
O 12.27763 9.99921 15.24847 0.04 0.65 -0.58 -0.644
H 9.77631 9.18496 15.00268 0.52 0.27 -0.13 0.107
H 9.65043 8.28551 16.43697 0.24 0.06 0.44 0.116
H 10.47648 7.56532 15.11966 0.32 0.10 -0.27 0.384
H 11.49137 9.63200 17.10374 -0.01 0.02 0.13 -0.801
H 13.76242 8.42425 16.65300 -0.16 0.43 0.39 0.373
H 12.99285 7.41971 15.54622 -0.54 -0.21 -0.08 0.382
H 12.47776 7.37286 17.27632 0.02 -0.22 -0.12 0.272
H 12.39946 10.85041 15.67533 -0.02 0.00 -0.09 0.369
C 8.27638 5.05026 18.89728 -0.36 0.32 0.92 -0.770
C 7.70883 5.02122 20.36918 1.21 1.44 -0.76 0.236
C 7.15827 6.39372 20.85710 -1.02 -1.11 -0.50 -0.630
O 6.76290 3.98753 20.47133 -0.33 -0.04 0.35 -0.546
H 9.10907 5.74920 18.81841 0.02 0.11 -0.01 0.129
H 7.50687 5.33410 18.17937 -0.17 0.21 0.11 0.060
H 8.62843 4.07803 18.55237 0.05 -0.16 0.36 0.406
H 8.51790 4.82232 21.07200 0.40 -0.27 -0.12 0.299
H 6.20293 6.56149 20.35983 0.04 0.34 -0.48 0.185
H 7.82841 7.23743 20.69226 0.06 -0.23 -0.07 -0.204
H 6.83648 6.36174 21.89803 0.51 -0.18 0.23 0.466
H 7.31590 3.22076 20.63822 -0.43 -0.40 -0.04 0.363
C 2.26017 9.69878 18.13929 0.64 0.36 -0.10 -1.300
C 3.26561 10.82092 17.77223 -0.86 0.10 -1.05 2.440
C 2.81456 11.65189 16.56088 -0.43 -0.72 -1.11 -1.703
O 3.39458 11.74245 18.82785 0.00 -0.23 1.12 0.071
H 1.23066 10.05258 18.19448 0.01 0.00 -0.34 0.503
H 2.45519 9.22294 19.10035 0.37 0.28 0.18 0.157
H 2.41509 8.89411 17.42053 -0.48 0.12 -0.20 0.095
H 4.22096 10.35582 17.52916 0.26 0.04 0.21 -1.275
H 2.57746 11.02680 15.69997 -0.25 -0.51 0.08 0.435
H 3.54223 12.31149 16.08811 0.46 0.20 0.81 0.274
H 1.90768 12.22651 16.74918 0.00 -0.01 0.34 0.435
H 3.65794 12.59962 18.48509 0.48 0.36 -0.23 -0.051
C 12.20353 8.64845 20.20636 -0.87 0.67 0.35 -1.323
C 12.25494 9.13800 21.62779 -1.32 -1.61 1.15 0.578
C 10.82888 9.26147 22.21115 -0.35 2.18 -0.88 -0.806
O 12.68378 8.10068 22.50670 1.66 -0.37 0.11 -0.565
H 13.19358 8.39623 19.82653 -0.23 -0.41 -0.12 0.516
H 11.78646 9.47262 19.62766 0.15 0.00 -0.37 -0.093
H 11.41745 7.89396 20.23683 0.50 -0.65 -0.66 0.376
H 12.87458 10.03473 21.62756 -0.03 0.07 0.76 0.214
H 10.22060 9.57493 21.36272 -0.65 0.15 0.21 -0.166
H 10.74559 10.03373 22.97585 0.17 0.27 -0.06 0.544
H 10.37507 8.39561 22.69328 0.66 -0.43 -0.56 0.380
H 13.24804 7.48465 22.03371 0.32 0.01 0.01 0.348
C 9.34433 14.22995 23.74558 -0.68 0.40 1.32 -1.580
C 8.14118 13.75804 22.97908 0.78 -0.56 -0.08 1.739
C 6.80184 13.83296 23.71763 0.52 0.39 -0.40 -1.276
O 8.12523 14.51428 21.78717 -1.15 0.59 -0.86 -0.498
H 10.25758 14.04106 23.18131 0.00 0.00 0.24 0.248
H 9.30741 13.73708 24.71709 0.60 -0.24 0.05 0.436
H 9.22705 15.29177 23.96212 0.22 0.19 -0.15 0.355
H 8.44922 12.75062 22.69921 -0.81 -0.60 0.00 -0.438
H 6.79845 13.16887 24.58195 0.07 0.06 -0.09 0.272
H 5.94050 13.61389 23.08660 0.15 -0.30 -0.19 0.026
H 6.65693 14.86067 24.05069 0.05 0.10 0.21 0.445
H 8.93180 14.32850 21.30084 0.43 -0.16 -0.01 0.201
C 2.71757 5.88675 16.59278 0.78 0.36 -1.43 -1.267
C 4.21290 6.14294 16.17770 -0.34 1.23 2.40 -0.229
C 4.75447 7.41226 16.93286 -0.32 -0.75 -0.90 -0.318
O 5.00617 5.04548 16.58235 0.08 -0.34 -0.54 -0.556
H 2.52374 5.72970 17.65384 0.54 -0.15 0.07 0.312
H 2.39493 5.02352 16.01068 -0.28 -0.06 0.22 0.396
H 2.10485 6.74325 16.31157 -0.08 0.04 -0.17 0.335
H 4.34006 6.31504 15.10891 -0.17 -0.42 -0.01 0.435
H 4.48226 7.35137 17.98656 -0.18 0.20 0.05 0.298
H 4.33647 8.29739 16.45336 -0.06 0.20 0.30 0.025
H 5.84142 7.48338 16.89318 -0.01 -0.17 -0.24 0.234
H 4.87716 4.97981 17.53136 0.13 -0.25 0.22 0.353
C 7.43629 11.73192 19.51693 1.29 0.45 -0.29 0.129
C 8.14840 10.48883 18.94292 -2.87 -0.90 -0.38 1.425
C 7.17082 9.30266 18.62187 0.21 1.01 0.77 -0.959
O 8.78961 10.80270 17.73542 1.87 0.06 0.05 -0.037
H 7.00011 11.64851 20.51237 -0.24 -0.32 -0.22 -0.064
H 6.78359 12.24418 18.81006 -0.59 -0.67 -0.06 -0.301
H 8.22733 12.47681 19.60365 0.25 0.15 0.36 0.135
H 8.81498 10.06920 19.69637 0.73 0.47 -0.30 -0.848
H 6.65126 9.53835 17.69310 -0.04 -0.14 0.00 -0.219
H 6.44410 9.21420 19.42942 -0.21 -0.09 0.02 0.494
H 7.70354 8.35349 18.56362 0.05 0.06 -0.30 0.052
H 8.23199 11.26112 17.10256 -0.68 -0.06 0.25 0.111
C 4.86731 14.43636 19.88265 1.50 1.63 0.34 0.672
C 5.47369 15.91350 20.00317 -1.33 -0.58 1.13 -0.941
O 6.85000 16.02003 19.88176 0.56 -0.04 -1.56 -0.560
O 4.94025 13.98919 18.54859 -0.81 -0.14 -0.90 -0.608
H 3.83513 14.38093 20.22857 -0.12 0.25 -0.28 0.344
H 5.43573 13.72759 20.48484 0.24 0.21 0.43 -0.449
H 5.21714 16.39386 20.94740 -0.49 -0.51 0.56 0.413
H 4.98942 16.59636 19.30512 0.13 -0.38 -0.62 0.371
H 7.29445 15.59848 20.62091 -0.06 -0.38 0.61 0.577
H 5.79504 14.17596 18.15354 0.18 0.17 0.30 0.293
C 7.88042 9.58561 24.38882 -1.28 -1.49 -2.43 -0.716
C 7.08967 9.79795 23.02131 1.09 -1.07 0.67 1.853
O 5.72763 9.90836 23.29265 -0.47 0.55 0.94 -0.584
O 7.77050 10.72366 25.16002 0.61 0.71 0.52 -0.543
H 8.87820 9.19490 24.18913 0.41 1.06 0.09 0.274
H 7.44927 8.72403 24.89861 -0.57 -0.13 0.08 0.366
H 7.13943 8.96686 22.31781 0.93 -0.47 0.11 -0.316
H 7.45643 10.66795 22.47662 0.26 0.33 0.27 -0.827
H 5.38020 10.41647 22.55595 -0.66 0.21 -0.26 0.441
H 6.82368 10.86822 25.22501 -0.25 0.19 0.10 0.383
C 7.39353 11.07727 13.91141 -1.33 -1.92 -1.24 -0.302
C 6.01569 11.06231 14.62739 1.55 0.93 0.32 -0.222
O 6.21595 11.73717 15.87862 -0.35 -0.37 0.56 -0.315
O 7.69244 12.28053 13.33405 0.50 3.33 0.15 -0.564
H 7.37204 10.52118 12.97418 -0.17 -1.94 0.74 0.509
H 8.22068 10.78796 14.55966 -0.24 -0.16 0.09 -0.164
H 5.61186 10.07443 14.84903 0.24 -0.01 -0.01 0.117
H 5.29898 11.63442 14.03822 -0.15 -0.15 -0.25 0.391
H 6.42539 12.66081 15.72171 0.00 0.11 -0.33 0.184
H 7.22157 12.34309 12.49980 0.07 0.20 0.06 0.356
C 1.89916 10.78283 21.72464 0.52 1.23 -0.56 -0.638
C 3.13262 11.49234 22.26526 -0.38 -0.73 0.74 -0.518
O 4.29577 11.27781 21.43540 -0.84 0.69 1.13 -0.177
O 1.36332 11.54643 20.63596 -0.46 -0.47 0.70 -0.637
H 1.12932 10.79431 22.49619 0.02 -0.47 -0.04 0.431
H 2.22589 9.79953 21.38629 -0.42 -0.36 0.21 0.120
H 3.34776 11.13541 23.27244 0.39 -0.49 -0.11 0.483
H 2.81048 12.51224 22.47535 0.57 0.59 -0.71 0.339
H 4.10755 11.69468 20.59137 0.14 -0.13 -0.68 0.012
H 2.03480 11.56895 19.95024 0.22 0.16 -0.43 0.339
```
Positions in Å, forces in eV/Å.

Results
**Energy above the lowest of the compared OMol25 structures with the same formula, charge and spin**: 271.6 kJ/mol
**Total charge**: 0


4.
Density functional theory data (ωB97M-V with the def2-TZVPD basis set) for an isolated molecule of CCl2F2O at a distorted geometry.

Structure (XYZ):
```
6
Properties=species:S:1:pos:R:3:forces:R:3:mulliken_charge:R:1
C 0.33632 -0.05441 -0.07601 1.15 -2.48 0.99 0.729
O -0.62128 0.79949 0.30115 -0.99 0.91 -0.45 -0.272
F 0.26672 -0.61613 -1.29383 -0.91 0.41 0.31 -0.191
F 0.38222 -1.11318 0.82561 -0.35 0.56 -0.85 -0.228
Cl 1.88757 0.72597 0.03350 0.15 0.69 0.09 -0.101
Cl -2.25154 0.25825 0.20959 0.95 -0.09 -0.08 0.062
```
Positions in Å, forces in eV/Å.

Results
**Energy above the lowest of the compared OMol25 structures with the same formula, charge and spin**: 0.0 kJ/mol
**Total charge**: 0


Calculated values (eV) of lowest unoccupied orbital energy for the records, taken in order: 1.15, -8.24, 0.19, -1.19.
Calculated values (eV) of electronic energy for the records, taken in order: -5783.0565, -71233.9000, -67366.7701, -33562.4794.